ORCA calculation (ωB97M-V/def2-TZVPD) on a molecular structure, C4H10N2 at a distorted geometry.

Values from the calculation:
Energy relative to the best compared isomer or geometry (same formula, charge and spin) in kcal/mol: 103.9
Total energy in hartree: -267.75969
Frontier orbital gap in eV: 8.81

CARTESIAN COORDINATES (ANGSTROEM)
H  -0.685  2.091  0.527
C  1.721  0.120  -0.522
H  -0.252  -1.586  0.483
H  -1.908  -2.033  -0.024
H  2.407  -0.080  1.323
C  -1.088  -1.329  -0.180
C  -0.336  1.066  0.340
H  -1.982  0.532  -0.863
N  2.063  -0.609  0.519
N  0.576  1.033  -0.822
H  2.209  -0.130  -1.453
C  -1.530  0.117  0.040
H  -0.712  -1.444  -1.184
H  1.608  1.337  -0.301
H  -2.254  0.200  0.863
H  0.164  0.715  1.255

=====

ORCA calculation (ωB97M-V/def2-TZVPD) on a molecular structure, C30H37Br4CaClFMgN8NaO15 at a distorted geometry.

Values from the calculation:
Net charge: +2
Total energy in hartree: -14626.12936
Frontier orbital gap in eV: 1.12

CARTESIAN COORDINATES (ANGSTROEM)
C  -0.356  -2.377  2.221
C  -7.224  -1.744  -8.109
C  -1.427  -0.957  -0.944
H  -4.424  -0.353  -7.439
H  -7.933  -2.298  -8.711
O  -0.208  1.312  1.567
C  -1.979  0.183  3.009
C  4.658  -1.158  -1.531
O  -4.578  -0.428  -3.589
C  -7.439  -1.218  -6.813
O  4.720  0.274  3.169
H  1.959  -0.962  4.089
C  -3.969  0.835  -3.055
H  -1.693  0.294  -3.527
C  7.167  -0.038  -1.959
H  -5.376  -1.638  -9.375
H  1.938  -2.918  4.362
Mg  -0.873  5.903  4.656
C  3.227  -2.239  2.528
H  -1.345  1.423  -0.780
Br  1.800  2.888  8.931
N  -5.366  -0.721  -7.445
H  -1.874  -1.309  0.081
O  -3.796  5.524  3.756
C  5.580  0.228  -1.699
Cl  -1.295  -5.020  -6.238
H  -1.800  -1.611  -1.859
Br  0.475  -0.516  -8.286
H  -0.976  6.883  0.876
H  -2.798  -0.456  2.468
H  -8.345  -1.287  -6.225
H  5.003  -3.558  -1.614
N  7.953  -1.301  -2.046
C  -2.341  0.910  -2.772
O  -0.224  -5.734  -6.905
H  -6.014  -0.071  -5.515
H  -1.015  -2.858  1.350
C  0.940  -1.045  0.512
H  5.089  1.313  -1.651
C  2.659  3.995  7.583
Na  -3.962  2.099  2.627
C  7.175  -2.566  -1.918
N  2.156  -1.085  -2.454
C  2.781  -1.076  -3.838
O  -2.572  6.037  1.893
H  -2.040  2.052  -2.936
C  5.565  -2.511  -1.683
C  3.015  -1.124  -1.239
H  3.454  -1.887  4.804
H  2.326  1.561  1.000
H  7.810  0.960  -2.103
H  -3.823  -1.102  -3.452
N  0.807  -1.014  -2.330
C  2.606  -1.137  0.342
O  3.469  -3.534  2.203
O  -1.302  -5.364  -4.829
N  3.583  -1.204  1.490
N  1.121  -2.620  8.568
H  -3.046  0.616  -0.593
C  3.413  1.604  1.432
O  0.526  -2.178  6.440
H  -2.385  1.305  3.002
O  -2.341  7.290  3.750
N  0.278  -1.059  1.863
C  2.571  -1.973  4.007
Ca  -3.182  -1.264  -8.503
C  -0.589  0.137  2.141
O  3.081  -2.315  -4.577
H  0.543  -3.151  2.368
H  4.131  1.792  0.505
H  -0.622  -4.361  6.559
H  1.113  -3.216  9.378
C  -6.274  -0.594  -6.426
H  -0.377  7.222  3.166
H  -0.925  -2.384  3.264
H  -1.814  -0.087  4.137
Br  2.266  5.883  7.839
O  3.047  0.107  -4.417
H  3.464  2.486  2.198
O  -1.090  -3.592  -6.386
N  -0.143  -4.098  7.411
C  -5.935  -1.425  -8.474
C  -1.319  7.684  2.854
C  0.502  -2.918  7.411
C  0.249  -0.996  -0.962
C  -2.021  0.567  -1.203
O  -4.737  1.915  -2.842
H  3.740  3.874  7.710
F  2.859  0.350  -6.710
H  -1.199  8.771  2.856
Br  2.230  3.405  5.780
C  -2.975  6.222  3.184
O  -2.566  -5.390  -6.831
C  3.919  0.147  2.075
H  -2.442  7.885  1.015
H  7.735  -3.604  -1.986
C  -1.800  7.168  1.537
H  1.619  -1.740  8.610
H  -0.174  -4.721  8.200

=====

ORCA calculation (ωB97M-V/def2-TZVPD) on a molecular structure, C20H20IrN4O4S2 at a distorted geometry.

Values from the calculation:
Energy relative to the best compared isomer or geometry (same formula, charge and spin) in kcal/mol: 0.9
2S+1: 2
Total energy in hartree: -2194.87279
Frontier orbital gap (alpha / beta) in eV: 7.47 / 6.20

CARTESIAN COORDINATES (ANGSTROEM)
H  0.418  4.109  2.588
C  -1.089  3.671  -2.985
C  -1.018  -3.461  -2.353
O  5.264  1.007  2.480
H  -3.137  0.905  0.335
H  2.917  -0.524  3.312
C  1.297  2.263  3.232
H  -2.607  -0.595  -0.379
C  -0.623  1.907  -1.377
H  2.162  2.682  -3.164
S  1.716  -1.416  0.968
S  -0.419  -2.986  2.293
O  1.510  2.644  4.361
C  0.737  1.876  -1.793
H  -1.779  4.375  -3.429
C  -2.555  0.484  -0.488
H  0.581  4.268  -4.209
H  -1.538  -1.940  -0.940
C  -1.395  -3.003  -1.100
H  3.269  1.007  4.162
C  -1.580  -3.891  -0.045
H  -3.003  0.771  -1.433
N  -0.842  -0.598  1.250
C  -1.017  -5.712  -1.525
C  -1.919  -3.395  1.331
C  0.244  3.610  -3.418
O  1.654  1.106  -1.270
O  3.658  0.960  0.923
C  3.011  0.560  3.206
C  0.049  -1.498  1.473
H  -2.556  -2.514  1.320
H  -0.874  -6.773  -1.686
H  -2.418  -4.168  1.916
N  1.198  2.988  0.918
N  1.782  1.112  2.669
C  0.514  3.088  2.227
H  -2.540  2.847  -1.678
C  -1.507  2.814  -2.001
C  1.129  2.734  -2.847
H  2.046  3.549  0.880
H  -0.480  2.652  2.108
C  -1.388  -5.250  -0.272
C  -0.827  -4.818  -2.568
H  -0.528  -5.177  -3.545
H  0.589  3.309  0.172
N  -0.338  0.473  0.501
C  -1.132  0.958  -0.403
H  -0.869  -2.756  -3.161
Ir  1.648  0.831  0.740
C  4.111  0.865  2.159
H  -1.525  -5.952  0.543

=====

ORCA calculation (ωB97M-V/def2-TZVPD) on a molecular structure, C22H50Br3N7O7 at a distorted geometry.

Values from the calculation:
Energy relative to the best compared isomer or geometry (same formula, charge and spin) in kcal/mol: 8.2
Total energy in hartree: -9500.35492
Frontier orbital gap in eV: 8.67

CARTESIAN COORDINATES (ANGSTROEM)
O  0.366  1.427  -2.545
H  -0.757  -0.084  -4.325
H  -4.234  0.918  5.830
C  -3.552  0.095  5.656
H  -2.133  0.992  -4.681
H  -1.414  3.303  -4.245
C  1.908  -0.187  -0.222
H  -4.172  -0.820  5.587
Br  -2.803  -4.012  0.339
H  2.011  -5.818  -1.654
O  1.084  -0.631  -6.375
H  1.863  0.206  -1.193
N  0.093  -1.706  0.066
C  1.836  1.456  -5.354
O  0.212  1.185  5.288
H  1.285  -7.433  -1.718
H  2.241  -0.200  -3.501
C  2.222  3.531  0.784
H  2.803  1.854  -5.671
C  1.606  -0.056  -5.444
H  -2.875  0.063  6.486
N  0.557  2.938  3.969
H  1.064  1.890  -6.050
C  1.568  -2.146  -4.203
H  -0.264  -2.718  -0.009
H  3.943  2.179  0.645
H  -0.232  5.130  -3.495
O  2.236  -2.532  0.042
H  1.546  -5.508  2.757
C  0.827  -4.953  2.054
C  -0.221  3.617  0.775
H  0.555  4.006  -2.322
H  -3.491  -5.417  -1.598
H  1.663  0.211  2.918
H  -1.777  0.469  4.622
C  -0.507  1.770  -3.325
H  1.802  -2.550  -5.230
Br  -1.782  -3.830  -2.747
C  0.828  1.703  4.352
H  -1.329  3.355  4.815
H  1.162  4.102  -3.950
H  2.959  -0.082  0.030
H  0.084  3.980  5.779
H  -0.300  -5.204  2.237
C  -3.242  -4.344  -1.542
C  -4.654  0.830  2.937
H  1.712  1.844  -4.359
H  0.403  -5.991  -2.191
C  2.010  0.981  3.654
Br  -4.852  -3.379  -1.992
N  1.108  -5.219  0.642
H  -0.584  4.743  4.266
N  1.850  -0.712  -4.255
H  1.380  0.504  0.419
N  1.070  3.203  0.124
H  2.523  0.460  4.451
H  4.205  3.869  0.096
H  -5.284  0.149  3.572
C  -3.162  0.815  3.236
C  1.093  -6.419  -1.489
O  2.318  4.168  1.826
C  0.271  4.123  -3.358
H  -5.115  1.813  3.026
H  1.127  2.732  -0.745
C  1.415  -1.585  -0.026
H  -0.603  2.903  1.484
H  -1.988  0.245  -3.087
C  -1.015  -0.716  0.059
H  -1.847  -1.316  -0.268
N  -2.765  0.368  4.420
C  3.504  3.013  0.087
H  -1.106  -0.221  1.028
H  0.484  -2.229  -4.111
C  -1.429  0.722  -3.882
H  2.526  1.744  3.049
H  -1.021  3.708  -0.014
H  -0.706  0.074  -0.616
O  -0.020  -7.129  0.554
H  2.084  -2.581  -3.325
H  -0.006  4.518  1.287
H  1.034  -3.887  2.228
N  -0.574  3.060  -3.778
H  1.098  3.287  3.154
O  -2.365  1.262  2.461
H  1.776  -4.687  0.142
C  -0.328  3.804  4.754
H  3.385  2.713  -0.992
H  -4.859  0.568  1.887
C  0.665  -6.296  0.014

=====

ORCA calculation (ωB97M-V/def2-TZVPD) on C3H5N5 in the gas phase at a distorted geometry.

Values from the calculation:
Energy relative to the best compared isomer or geometry (same formula, charge and spin) in kcal/mol: 123.3
Total energy in hartree: -390.92198
Frontier orbital gap in eV: 9.01

CARTESIAN COORDINATES (ANGSTROEM)
N  -1.648  -0.426  1.727
H  -0.647  -2.708  -0.414
N  -1.047  0.537  1.278
H  -0.033  2.767  0.027
H  1.741  -0.365  -1.495
C  -0.813  -1.695  0.044
H  1.021  1.509  -1.328
C  0.665  1.719  -0.134
N  -1.666  -1.628  1.026
N  1.047  -0.982  -1.163
H  1.531  1.383  0.697
N  -0.198  0.562  0.150
C  0.047  -0.673  -0.415

=====

ORCA calculation (ωB97M-V/def2-TZVPD) on 3 unconnected molecules or ions with the total composition C5H12O3 at a distorted geometry.

Values from the calculation:
Energy relative to the best compared isomer or geometry (same formula, charge and spin) in kcal/mol: 138.2
Total energy in hartree: -423.23356
Frontier orbital gap in eV: 4.34

CARTESIAN COORDINATES (ANGSTROEM)
H  1.316  0.112  -1.925
C  0.442  1.447  -0.831
H  0.752  2.437  -1.207
H  0.904  2.356  1.162
H  -0.525  -0.987  -2.081
C  0.415  1.556  0.673
O  -1.326  -1.339  -1.519
C  -0.155  0.446  1.325
H  -0.133  -1.678  3.638
C  -0.457  0.266  2.703
H  -1.879  -1.181  3.635
H  -1.238  -1.760  2.214
O  0.567  -0.798  -2.994
O  1.551  0.579  -1.140
H  -1.386  -2.209  -1.958
H  -0.455  -0.415  0.748
H  -0.508  0.995  -1.179
H  -0.262  1.024  3.508
C  -0.904  -1.156  3.118
H  1.024  -1.578  -3.258

=====

ORCA calculation (ωB97M-V/def2-TZVPD) on a molecular structure, C23H21BrCl3N2ORuS at a distorted geometry.

Values from the calculation:
Energy relative to the best compared isomer or geometry (same formula, charge and spin) in kcal/mol: 23.2
Net charge: +2
2S+1: 6
Total energy in hartree: -5520.81494
Frontier orbital gap (alpha / beta) in eV: 5.77 / 2.33

CARTESIAN COORDINATES (ANGSTROEM)
H  -2.752  -1.886  -0.001
Ru  0.107  -0.279  -0.054
C  -0.159  2.777  -0.633
C  -3.870  4.421  -1.647
H  -7.383  5.306  -4.694
C  -6.399  5.029  -4.343
C  -4.922  1.747  -0.151
O  -4.771  4.515  -0.571
H  -2.305  1.680  1.500
C  -0.892  3.888  -0.384
C  -2.902  4.413  1.076
C  -4.078  4.360  -4.185
C  -1.794  -1.952  0.498
C  -4.944  0.688  2.407
H  -3.330  3.466  -1.664
C  0.674  -2.151  1.778
H  1.017  -4.798  -0.238
S  -5.180  4.632  -5.472
C  -4.687  2.598  0.924
N  -0.672  1.733  0.119
H  -6.607  5.175  -2.175
H  2.005  -3.428  -0.736
C  0.442  -2.936  0.637
C  -4.360  4.066  0.711
H  -4.962  4.652  1.408
H  1.631  -2.215  2.280
H  -3.113  5.217  -1.597
H  -4.973  2.155  -1.151
H  -5.321  -0.256  -0.824
C  1.480  -3.876  0.111
H  2.215  -4.119  0.875
C  -1.695  2.228  0.804
H  -2.367  -0.641  2.109
H  -0.983  -3.345  -0.925
C  -4.644  4.576  -2.915
H  -4.992  0.288  3.411
H  0.694  2.650  -1.277
C  -0.793  -2.784  -0.018
C  -5.974  4.957  -3.021
C  -4.739  2.045  2.204
H  -0.797  4.895  -0.749
C  -1.573  -1.241  1.684
Cl  -4.540  3.041  3.610
H  -2.673  5.423  0.743
C  -5.114  -0.136  1.306
H  -0.129  -0.763  3.214
C  -5.127  0.388  0.023
Br  1.870  -0.517  -1.635
C  -0.325  -1.322  2.308
N  -1.871  3.525  0.519
H  -2.808  4.395  2.160
Cl  -2.491  3.886  -4.464
Cl  -5.327  -1.834  1.547

=====

ORCA calculation (ωB97M-V/def2-TZVPD) on a molecular structure, C22H29Br42Cl2N3P at a distorted geometry.

Values from the calculation:
Net charge: +1
Total energy in hartree: -110389.65223
Frontier orbital gap in eV: 6.62

CARTESIAN COORDINATES (ANGSTROEM)
C  -5.541  -6.955  5.493
H  1.636  2.277  0.957
Br  -6.297  7.314  -7.286
Br  6.029  1.584  -4.591
C  6.489  1.376  -2.712
Br  5.466  8.305  -1.866
Br  -3.884  4.209  -8.412
Cl  -3.220  -3.603  3.474
H  -6.682  -3.022  -2.272
H  3.357  -1.187  2.839
Br  -6.426  3.201  -5.000
C  -0.109  1.217  0.237
H  -1.195  -0.634  4.602
C  4.488  3.744  2.151
Br  -9.724  -5.252  5.975
Br  9.691  7.814  3.342
H  2.506  0.540  2.755
Br  9.051  4.680  2.953
C  -1.376  -2.117  1.782
Br  1.843  -4.289  4.395
Br  3.984  -5.597  -1.816
Br  7.869  -0.548  0.728
Br  3.223  9.049  0.325
H  -1.865  2.754  -8.228
Br  5.020  0.619  -1.687
Br  7.132  3.040  -1.936
Br  10.589  -0.198  -0.964
Br  8.296  -2.211  -1.999
Br  8.270  6.783  0.640
H  -0.542  -3.660  4.779
Br  0.388  -3.161  7.040
H  -1.795  0.830  -0.861
H  -0.060  -1.588  -1.089
Br  4.481  -6.615  1.201
N  -0.806  0.541  1.434
C  5.211  -5.627  -0.307
Br  -4.328  1.923  -2.914
Br  -8.309  -3.475  -0.435
H  -8.096  -4.799  4.138
H  1.668  -3.168  -0.477
C  2.003  -2.861  0.602
H  -4.811  9.305  -7.058
C  -0.800  -0.971  -0.423
H  -3.047  -1.028  4.830
H  10.496  6.208  1.610
C  -4.598  8.231  -7.048
Br  -3.570  1.227  -7.232
Br  2.474  7.146  -2.165
Br  5.131  5.408  2.928
H  9.615  -2.224  0.119
H  -1.967  -1.211  -0.508
H  4.149  6.831  -0.343
N  -0.805  0.488  -0.924
Br  -7.017  -0.696  -1.432
H  6.108  -6.162  -0.635
Br  -1.933  3.666  -5.906
C  -2.193  -0.823  4.021
Br  -3.374  7.879  -8.518
C  -2.697  2.938  -7.540
C  9.514  6.351  2.072
H  3.195  -2.874  0.591
Br  -10.221  -4.234  2.958
Br  -5.844  -6.298  3.688
H  7.316  0.660  -2.663
C  -7.579  -2.487  -1.944
H  -6.795  1.608  -3.116
Cl  -1.411  -3.697  0.751
C  9.156  -1.409  -0.450
C  2.309  -0.630  2.800
Br  -5.219  -5.503  6.748
Br  -4.041  -3.757  -4.046
H  -2.576  0.137  3.426
P  1.470  -1.113  1.155
H  1.622  -0.899  3.709
H  0.962  2.834  -0.610
H  -6.462  -7.454  5.811
Br  -8.432  -2.473  4.978
Br  -0.557  -5.959  5.751
Br  -2.390  -1.013  -3.689
C  -8.994  -4.264  4.466
C  0.182  -4.193  5.404
C  -0.439  -0.907  1.210
Br  -8.806  -2.457  -3.452
C  -6.004  1.675  -3.870
H  -2.751  -2.895  -2.091
C  -2.543  -2.880  -3.166
Br  3.019  2.987  3.177
C  3.867  7.710  -0.931
N  0.880  2.169  0.217
Br  -4.125  -8.288  5.550
C  -2.189  -2.123  3.025
Br  4.028  3.952  0.273
H  -1.823  0.804  1.350
Br  -0.877  -3.847  -3.437
H  5.315  3.028  2.200
Br  -6.028  0.006  -4.868
Br  5.773  -3.836  0.205
Br  -3.793  7.828  -5.323
H  1.696  -3.708  1.379